(1)
2 unconnected molecules or ions with the total composition C8H14N4O3 at a distorted geometry, computed with ωB97M-V/def2-TZVPD.

## Properties
- total energy (Eh) = -757.8887
- HOMO (eV) = -9.00
- F_max (eV Å⁻¹) = 4.10
- energy above the lowest of the compared OMol25 structures with the same formula, charge and spin (kcal per mole) = 31.50
- charge = 0
- HOMO-LUMO gap (eV) = 9.8
- SMILES string = NC(=O)[C@@]1(O)CC2CCN1CC2.N#[N+][O-]

Last column: natural (NBO) charge in e.
Element x y z (Å)
1 N -1.450 -1.947 1.123  -0.824
2 C -1.204 -1.515 -0.177  0.652
3 O -1.768 -2.126 -1.057  -0.601
4 C -0.573 -0.111 -0.489  0.329
5 O -1.604 0.485 -1.229  -0.727
6 C -0.248 0.805 0.722  -0.447
7 C 1.284 0.805 0.904  -0.186
8 C 1.848 -0.649 0.840  -0.449
9 C 1.610 -1.090 -0.624  -0.268
10 N 0.644 -0.287 -1.330  -0.443
11 C 1.304 1.022 -1.504  -0.233
12 C 1.784 1.655 -0.204  -0.451
13 H -1.299 -1.243 1.820  0.375
14 H -2.324 -2.449 1.330  0.406
15 H -1.718 0.091 -2.095  0.502
16 H -0.874 0.388 1.522  0.202
17 H -0.598 1.767 0.500  0.230
18 H 1.467 1.180 2.002  0.222
19 H 1.378 -1.385 1.551  0.222
20 H 2.980 -0.688 1.007  0.221
21 H 2.548 -1.027 -1.254  0.204
22 H 1.370 -2.137 -0.936  0.229
23 H 0.591 1.774 -1.989  0.210
24 H 2.100 0.914 -2.202  0.208
25 H 2.801 1.842 -0.199  0.211
26 H 1.350 2.564 -0.034  0.207
27 N -3.327 -0.059 1.553  -0.119
28 N -3.764 0.407 0.654  0.448
29 O -4.306 1.013 -0.205  -0.331

***

(2)
C7H8FI3O5S in the gas phase at a distorted geometry, computed with ωB97M-V/def2-TZVPD.

## Properties
- total energy (Eh) = -2038.8447
- HOMO (eV) = -9.51
- F_max (eV Å⁻¹) = 2.44
- energy above the lowest of the compared OMol25 structures with the same formula, charge and spin (kcal per mole) = 0.00
- charge = 0
- HOMO-LUMO gap (eV) = 9.4
- SMILES string = C[C@@H](I)[C@@H](I)C(=O)O[C@H](CC(=O)I)S(=O)(=O)F

Last column: natural (NBO) charge in e.
Element x y z (Å)
1 C 3.708 0.451 -0.028  -0.636
2 C 2.614 -0.339 0.735  -0.325
3 I 1.569 0.975 2.077  0.116
4 C 1.712 -1.117 -0.232  -0.436
5 I 1.205 -3.072 0.515  0.146
6 C 0.434 -0.435 -0.682  0.783
7 O 0.370 0.126 -1.751  -0.568
8 O -0.615 -0.550 0.159  -0.503
9 C -1.856 -0.437 -0.470  -0.119
10 C -2.312 1.013 -0.771  -0.581
11 C -1.640 2.004 0.158  0.498
12 O -1.775 2.039 1.344  -0.490
13 I -0.340 3.473 -0.784  0.043
14 S -3.029 -1.193 0.748  2.379
15 O -2.290 -1.730 1.828  -0.885
16 O -3.899 -2.068 0.047  -0.901
17 F -3.812 0.018 1.299  -0.461
18 H 3.459 0.486 -1.078  0.217
19 H 4.666 -0.021 0.138  0.224
20 H 3.773 1.448 0.374  0.233
21 H 3.085 -1.067 1.370  0.233
22 H 2.268 -1.261 -1.140  0.255
23 H -1.936 -1.060 -1.349  0.248
24 H -3.388 1.094 -0.735  0.268
25 H -1.971 1.221 -1.773  0.263

***

(3)
A molecular structure, C28H16Cl5PPt, computed with ωB97M-V/def2-TZVPD.

## Properties
- total energy (Eh) = -3837.5216
- HOMO (spin up / spin down) (eV) = -13.26 / -14.69
- F_max (eV Å⁻¹) = 0.83
- charge = +2
- spin multiplicity = 5
- HOMO-LUMO gap (spin up / spin down) (eV) = 7.1 / 5.3

Last column: Mulliken charge in e.
Element x y z (Å)
1 Pt -1.617 0.017 0.383  0.343
2 C 5.062 -1.256 1.200  -0.446
3 C 4.542 -1.368 -0.083  -0.830
4 C 3.250 -0.941 -0.349  0.012
5 C 2.481 -0.398 0.681  0.297
6 C 3.004 -0.292 1.973  -0.277
7 C 4.298 -0.717 2.227  -0.804
8 P 0.833 0.256 0.409  0.868
9 C 0.175 -0.437 -1.123  -0.276
10 C 0.274 -1.842 -1.329  -0.214
11 C -0.263 -2.418 -2.450  -0.879
12 C -0.933 -1.628 -3.398  -0.525
13 C -1.039 -0.264 -3.229  -1.008
14 C -0.475 0.342 -2.107  0.408
15 C 0.976 2.043 0.227  0.882
16 C 2.189 2.715 0.096  -0.872
17 C 2.208 4.101 -0.027  -0.822
18 C 1.025 4.824 -0.009  -0.832
19 C -0.203 4.164 0.151  0.697
20 C -1.431 4.865 0.200  -0.566
21 C -2.638 4.186 0.393  -0.850
22 C -2.645 2.817 0.551  -0.571
23 C -1.462 2.034 0.414  -0.306
24 C -0.226 2.757 0.276  0.287
25 H 6.071 -1.592 1.401  0.431
26 H 5.144 -1.785 -0.878  0.457
27 H 2.859 -1.018 -1.355  0.476
28 H 2.407 0.122 2.778  0.432
29 H 4.708 -0.632 3.224  0.449
30 H 0.793 -2.450 -0.599  0.657
31 H -0.168 -3.484 -2.608  0.493
32 H -1.352 -2.096 -4.280  0.463
33 H -1.535 0.343 -3.973  0.492
34 H -0.489 1.419 -2.018  0.505
35 H 3.120 2.161 0.086  0.493
36 H 3.154 4.612 -0.141  0.446
37 H 1.046 5.901 -0.120  0.456
38 H -1.427 5.945 0.116  0.468
39 H -3.562 4.745 0.441  0.437
40 H -3.582 2.315 0.760  0.470
41 Cl -4.478 -0.947 -0.499  -0.128
42 C -3.623 -2.177 0.365  0.700
43 C -2.327 -1.942 0.758  -1.219
44 C -1.730 -3.010 1.480  1.316
45 Cl -0.179 -2.781 2.095  -0.028
46 C -2.366 -4.277 1.736  -0.196
47 Cl -1.538 -5.501 2.563  -0.099
48 C -3.658 -4.470 1.309  0.427
49 Cl -4.478 -5.926 1.583  -0.104
50 C -4.318 -3.407 0.615  0.027
51 Cl -5.880 -3.626 0.083  -0.039

***

(4)
A molecular structure, C34H38N6O6P2V at a distorted geometry, computed with ωB97M-V/def2-TZVPD.

## Properties
- total energy (Eh) = -3724.7474
- HOMO (spin up / spin down) (eV) = -8.20 / -8.60
- F_max (eV Å⁻¹) = 3.99
- energy above the lowest of the compared OMol25 structures with the same formula, charge and spin (kcal per mole) = 8.55
- charge = 0
- spin multiplicity = 4
- HOMO-LUMO gap (spin up / spin down) (eV) = 7.2 / 7.6

Last column: Mulliken charge in e.
Element x y z (Å)
1 V 0.078 -0.287 -0.970  0.481
2 C -1.196 1.686 -0.868  -0.610
3 C -1.622 0.793 -1.844  -0.717
4 C -1.072 0.679 -3.236  -0.119
5 C 0.164 -0.227 -3.476  0.284
6 C 1.389 0.087 -2.688  -0.154
7 C 1.568 1.155 -1.812  -0.439
8 C 0.960 2.516 -1.972  -0.858
9 C -0.236 2.811 -1.036  -0.737
10 C 1.653 -1.227 0.059  -1.375
11 H -1.805 1.737 0.039  0.623
12 H -2.490 0.175 -1.572  0.440
13 H -0.869 1.666 -3.679  0.094
14 H -1.884 0.244 -3.847  0.474
15 H -0.142 -1.284 -3.327  0.434
16 H 0.441 -0.160 -4.547  -0.579
17 H 2.218 -0.615 -2.847  0.517
18 H 2.250 1.013 -0.956  0.390
19 H 0.658 2.698 -3.014  0.279
20 H 1.737 3.270 -1.757  0.485
21 H 0.127 3.104 -0.034  0.409
22 H -0.804 3.678 -1.428  0.386
23 H 1.694 -0.862 1.104  0.329
24 H 2.627 -1.177 -0.452  0.435
25 H 1.180 -2.232 0.024  0.350
26 P 1.332 -0.961 -7.574  0.060
27 P -1.920 -0.517 -7.368  -0.199
28 N 2.770 0.008 -7.766  0.493
29 N 1.959 -2.274 -8.690  0.328
30 N -2.103 1.260 -7.508  0.464
31 N -3.528 -0.913 -7.959  0.336
32 C 0.372 -0.122 -8.932  -0.728
33 C -1.039 -0.735 -9.006  -1.213
34 C 3.560 0.415 -6.679  -0.418
35 C 4.571 1.236 -7.163  -0.597
36 C 4.419 1.322 -8.590  -0.705
37 C 3.310 0.558 -8.935  -0.116
38 C 2.232 -3.555 -8.204  -0.456
39 C 2.680 -4.355 -9.255  -0.636
40 C 2.685 -3.549 -10.436  -0.666
41 C 2.263 -2.270 -10.054  -0.070
42 C -1.980 2.077 -6.374  -0.124
43 C -2.035 3.401 -6.770  -0.564
44 C -2.192 3.427 -8.191  -1.041
45 C -2.228 2.097 -8.623  -0.178
46 C -4.356 -0.250 -8.881  -0.103
47 C -5.400 -1.107 -9.232  -0.655
48 C -5.197 -2.347 -8.527  -0.541
49 C -4.041 -2.215 -7.770  -0.444
50 H 0.870 -0.189 -9.913  0.291
51 H 0.335 0.946 -8.658  0.584
52 H -1.608 -0.296 -9.841  0.479
53 H -0.991 -1.828 -9.180  0.513
54 H 3.303 0.080 -5.681  0.377
55 H 5.332 1.723 -6.574  0.414
56 H 5.041 1.864 -9.285  0.436
57 H 2.850 0.381 -9.901  0.230
58 H 2.089 -3.764 -7.150  0.363
59 H 2.967 -5.395 -9.185  0.401
60 H 2.950 -3.850 -11.438  0.435
61 H 2.172 -1.384 -10.668  0.202
62 H -1.888 1.615 -5.401  0.106
63 H -1.949 4.259 -6.118  0.421
64 H -2.259 4.291 -8.820  0.468
65 H -2.374 1.701 -9.614  0.490
66 H -4.145 0.753 -9.214  0.365
67 H -6.204 -0.864 -9.902  0.444
68 H -5.837 -3.213 -8.575  0.418
69 H -3.519 -2.906 -7.119  0.341
70 O -0.063 1.396 1.552  -0.665
71 C -0.661 0.329 1.881  0.747
72 O -1.041 -0.618 1.107  -0.805
73 C -0.958 0.207 3.372  0.086
74 C -1.098 -1.067 3.927  -0.512
75 C -1.170 -1.213 5.329  -0.181
76 C -1.130 -0.090 6.169  -0.221
77 C -1.051 1.192 5.602  -0.190
78 C -0.950 1.344 4.200  -0.439
79 N -1.022 2.342 6.479  0.981
80 O -1.103 2.140 7.712  -0.587
81 O -0.908 3.484 5.988  -0.588
82 N -1.151 -2.534 5.921  0.972
83 O -1.125 -3.534 5.175  -0.588
84 O -1.163 -2.624 7.168  -0.584
85 H -1.121 -1.939 3.282  0.589
86 H -1.136 -0.212 7.250  0.577
87 H -0.839 2.336 3.770  0.582

***

(5)
A gas-phase ion, C2H2NO3S (charge -1) at a distorted geometry, computed with ωB97M-V/def2-TZVPD.

## Properties
- total energy (Eh) = -756.0387
- HOMO (eV) = -3.67
- F_max (eV Å⁻¹) = 2.38
- energy above the lowest of the compared OMol25 structures with the same formula, charge and spin (kcal per mole) = 63.53
- charge = -1
- HOMO-LUMO gap (eV) = 7.5
- SMILES string = O=[N+]([O-])CC([O-])=S

Last column: natural (NBO) charge in e.
Element x y z (Å)
1 O -0.515 0.100 2.143  -0.401
2 N 0.231 -0.386 1.326  0.537
3 O 0.800 -1.460 1.441  -0.419
4 C 0.418 0.402 -0.043  -0.400
5 C -0.743 0.079 -1.103  0.319
6 O -1.905 -0.190 -0.885  -0.629
7 S -0.021 -0.018 -2.617  -0.482
8 H 0.276 1.475 0.086  0.226
9 H 1.458 -0.002 -0.347  0.249

***

(6)
2 unconnected molecules or ions with the total composition C3H6O3S at a distorted geometry, computed with ωB97M-V/def2-TZVPD.

## Properties
- total energy (Eh) = -741.8225
- HOMO (eV) = 0.50
- F_max (eV Å⁻¹) = 2.01
- energy above the lowest of the compared OMol25 structures with the same formula, charge and spin (kcal per mole) = 8.08
- charge = -2
- HOMO-LUMO gap (eV) = 5.7

Last column: natural (NBO) charge in e.
Element x y z (Å)
1 O 1.559 -0.030 -1.376  -0.851
2 C 0.776 -0.833 -0.711  0.774
3 O 1.091 -2.012 -0.513  -0.752
4 C -0.430 -0.160 -0.040  -0.532
5 C -1.059 -0.974 1.131  -0.495
6 S -2.745 -0.465 1.746  -0.819
7 H -1.259 0.117 -0.683  0.218
8 H 0.025 0.758 0.326  0.183
9 H -1.218 -1.971 0.703  0.188
10 H -0.440 -1.062 2.024  0.173
11 H 0.855 2.576 -0.256  0.448
12 H 1.487 1.521 -1.258  0.513
13 O 1.357 2.535 -1.095  -1.048